(1)
The following is a quantum chemistry calculation of a structure of composition C4H4O3, from OMol25.

Element x y z (Å)
O  -1.9120  0.0272  -0.7188
O  -1.6258  1.3055  1.2255
O  -0.7213  -1.4454  -2.0293
C  1.3409  0.2992  0.2511
C  0.0058  -0.3867  0.2522
C  -0.8307  -0.8401  -1.0551
C  -1.2620  0.4686  0.4460
H  1.4674  1.0086  -0.6842
H  -0.0855  -1.0719  1.0046
H  2.1047  -0.3472  0.2597
H  1.5185  0.9822  1.0484

## Properties
- M: 100.07 Da
- Energy above the lowest of the compared OMol25 structures with the same formula, charge and spin: 76.5 kJ/mol
- DFT total energy: -380.5179 Eh
- Total charge: 0

Results of the Löwdin charge analysis, in e, for atoms 1 through 8: O 0.134; O 0.157; O 0.211; C -0.025; C -0.118; C -0.346; C -0.383; H 0.142

***

(2)
The following is a quantum chemistry calculation of the molecule C3H6O2S, from OMol25.

Element x y z (Å)
S  -1.0331  0.0386  -0.7454
O  0.9831  -2.0500  -1.0846
O  1.9299  -1.9157  0.9272
C  -0.0951  -0.6180  0.5700
C  1.0480  -1.6010  0.1902
C  -0.7661  1.8341  -0.2552
H  0.3362  2.0375  -0.1260
H  -1.1908  2.1792  0.7304
H  -1.1497  2.6155  -0.9661
H  -0.8099  -1.1512  1.1988
H  0.3582  0.1762  1.1699
H  0.3893  -1.5454  -1.6092

## Properties
- M: 106.15 Da
- SMILES string: CSCC(=O)O
- Energy above the lowest of the compared OMol25 structures with the same formula, charge and spin: 70.1 kJ/mol
- DFT total energy: -666.5673 Eh
- Total charge: 0

Results of the Löwdin charge analysis, in e, for atoms 1 through 8: S 0.841; O 0.083; O 0.122; C -0.448; C -0.552; C -0.379; H 0.049; H 0.052

***

(3)
The following is a quantum chemistry calculation of the ion C2H8NO with charge +1, from OMol25.

Element x y z (Å)
O  1.3083  0.2755  0.2288
N  -0.3086  -1.2893  0.3626
C  0.3109  1.1194  -0.2043
C  -0.8728  0.0857  -0.2515
H  0.6566  1.6864  -1.2156
H  2.1284  0.4523  -0.2067
H  -1.7567  0.4353  0.2654
H  -1.1448  -0.0572  -1.3376
H  0.1152  -1.1335  1.3125
H  0.0757  1.9220  0.6054
H  -0.9556  -1.9154  0.5823
H  0.4434  -1.5812  -0.1414

## Properties
- M: 62.09 Da
- SMILES string: [NH3+]CCO
- Energy above the lowest of the compared OMol25 structures with the same formula, charge and spin: 180.2 kJ/mol
- DFT total energy: -210.6845 Eh
- Total charge: +1

Results of the Löwdin charge analysis, in e, for atoms 1 through 8: O -0.097; N 0.229; C -0.229; C -0.024; H 0.183; H 0.112; H 0.119; H 0.144

***

(4)
The following is a quantum chemistry calculation of a cluster of 2 separate species, C32H32N2O4S2 in total, from OMol25.

Element x y z (Å)
S  2.1102  2.2461  -3.3008
S  -0.1738  0.9866  -1.7265
O  2.5124  3.2263  -2.3173
O  2.2395  2.5164  -4.7148
O  -0.3722  1.9535  -0.6671
O  0.4256  -0.2957  -1.4083
N  -5.4901  -0.2234  0.8705
N  4.7051  -1.5502  2.8501
C  0.4985  1.7169  -3.0811
C  -2.8394  1.5267  -2.1389
C  -3.3298  -0.8549  -3.5193
C  -4.9660  2.0782  1.0371
C  3.3573  0.2765  2.7676
C  -4.1874  -0.1500  1.2439
C  5.1586  -2.9168  2.8642
C  -1.5145  0.4643  1.7844
C  1.2127  -1.1940  1.6777
C  -2.0503  -0.5898  -3.0271
C  3.0986  0.7867  -2.9090
C  -3.2817  -1.2009  1.4801
C  4.0851  -0.6483  -1.2426
C  -3.7927  1.2080  1.3427
C  4.6768  0.7819  3.2503
C  3.4836  -0.0921  -3.9216
C  -1.8144  0.6008  -2.3346
C  5.5724  -0.4810  3.3108
C  -0.1825  0.8953  1.9580
C  3.4602  -1.1169  2.5237
C  -4.1250  1.2446  -2.5990
C  2.1525  0.9020  2.5609
C  -6.1154  1.0811  0.7476
C  -1.9804  -0.8896  1.8310
C  2.3912  -1.8541  1.9756
C  4.1517  -1.2729  -3.5846
C  4.4548  -1.5464  -2.2483
C  -6.2533  -1.4265  0.6723
C  -4.3623  0.0625  -3.3082
C  -2.4761  1.5047  1.5693
C  3.3882  0.5147  -1.5726
C  1.0231  0.1721  2.0603
H  -5.3626  -0.1463  -3.6897
H  5.9695  -3.0682  2.1353
H  0.4232  -1.7060  1.1352
H  -7.0326  -1.5294  1.4438
H  -4.9311  1.9570  -2.4096
H  -4.7813  2.7260  0.1684
H  -0.0692  1.9738  2.0708
H  6.4601  -0.3965  2.6623
H  -0.1783  1.8764  -3.9135
H  -1.2996  -1.6756  2.1482
H  -5.5977  -2.3022  0.7116
H  -6.5510  1.2117  -0.2567
H  3.2538  0.1501  -4.9573
H  3.0865  1.2112  -0.7927
H  -2.6240  2.4558  -1.6141
H  -1.2331  -1.2913  -3.1813
H  2.0252  1.9602  2.7950
H  4.3336  -3.5955  2.6257
H  5.1147  1.5187  2.5631
H  5.9396  -0.6919  4.3276
H  -6.7514  -1.3994  -0.3081
H  -5.2342  2.7358  1.8752
H  5.5506  -3.1742  3.8595
H  4.3221  -0.8489  -0.1968
H  4.6152  1.2629  4.2349
H  4.4329  -1.9792  -4.3695
H  2.5172  -2.9171  1.7792
H  -6.9435  1.1834  1.4697
H  -3.5158  -1.7833  -4.0642
H  4.9726  -2.4694  -1.9837
H  -2.1367  2.5402  1.5779
H  -3.6256  -2.2313  1.3973

## Properties
- M: 572.75 Da
- DFT total energy: -2445.3212 Eh
- Total charge: 0

Results of the Löwdin charge analysis, in e, for atoms 1 through 8: S 0.591; S 0.596; O -0.339; O -0.346; O -0.345; O -0.342; N -0.118; N -0.125

***

For each record above, in turn, the calculated HOMO level values are -10.8; -9.4; -15.3; -6.3 eV.